w:
{"formula": "C54H114N6O6", "method": "ωB97M-V with the def2-TZVPD basis set", "species": ["C", "C", "C", "C", "C", "C", "C", "C", "C", "N", "O", "H", "H", "H", "H", "H", "H", "H", "H", "H", "H", "H", "H", "H", "H", "H", "H", "H", "H", "H", "C", "C", "C", "C", "C", "C", "C", "C", "C", "N", "O", "H", "H", "H", "H", "H", "H", "H", "H", "H", "H", "H", "H", "H", "H", "H", "H", "H", "H", "H", "C", "C", "C", "C", "C", "C", "C", "C", "C", "N", "O", "H", "H", "H", "H", "H", "H", "H", "H", "H", "H", "H", "H", "H", "H", "H", "H", "H", "H", "H", "C", "C", "C", "C", "C", "C", "C", "C", "C", "N", "O", "H", "H", "H", "H", "H", "H", "H", "H", "H", "H", "H", "H", "H", "H", "H", "H", "H", "H", "H", "C", "C", "C", "C", "C", "C", "C", "C", "C", "N", "O", "H", "H", "H", "H", "H", "H", "H", "H", "H", "H", "H", "H", "H", "H", "H", "H", "H", "H", "H", "C", "C", "C", "C", "C", "C", "C", "C", "C", "N", "O", "H", "H", "H", "H", "H", "H", "H", "H", "H", "H", "H", "H", "H", "H", "H", "H", "H", "H", "H"], "coordinates": [[0.207, -2.956, -4.550], [0.497, -4.407, -3.938], [1.302, -4.323, -2.550], [-0.820, -5.105, -3.433], [-1.706, -5.717, -4.530], [-0.819, -6.671, -5.416], [0.538, -6.032, -5.915], [1.496, -7.102, -6.527], [0.218, -5.032, -7.078], [1.192, -5.339, -4.816], [2.506, -4.922, -5.105], [-0.265, -3.001, -5.531], [-0.483, -2.452, -3.873], [1.088, -2.346, -4.751], [1.638, -5.300, -2.200], [2.226, -3.839, -2.868], [0.932, -3.579, -1.845], [-0.614, -5.936, -2.760], [-1.452, -4.461, -2.821], [-2.544, -6.214, -4.041], [-2.184, -4.932, -5.117], [-1.457, -7.090, -6.194], [-0.524, -7.589, -4.909], [1.084, -7.815, -7.241], [1.740, -7.726, -5.668], [2.401, -6.606, -6.880], [1.014, -4.288, -7.104], [-0.793, -4.671, -6.884], [0.209, -5.554, -8.035], [2.996, -5.557, -4.578], [2.282, 6.807, -1.253], [2.358, 5.644, -2.226], [0.991, 5.784, -3.049], [3.630, 5.854, -3.254], [3.926, 4.470, -4.008], [4.162, 3.367, -3.021], [2.999, 3.144, -1.984], [1.830, 2.392, -2.727], [3.679, 2.221, -0.924], [2.602, 4.394, -1.369], [1.704, 4.201, -0.307], [3.185, 6.883, -0.648], [2.349, 7.734, -1.823], [1.413, 6.700, -0.604], [0.226, 5.351, -2.404], [0.781, 6.797, -3.392], [1.061, 5.209, -3.972], [3.478, 6.687, -3.940], [4.406, 6.347, -2.668], [3.199, 4.300, -4.803], [4.862, 4.566, -4.558], [5.140, 3.483, -2.554], [4.228, 2.483, -3.655], [2.096, 1.508, -3.307], [1.307, 3.084, -3.387], [1.136, 2.068, -1.951], [4.063, 1.311, -1.386], [3.015, 2.036, -0.080], [4.457, 2.781, -0.407], [2.251, 4.314, 0.473], [-4.300, -2.482, 1.157], [-2.840, -2.014, 1.349], [-2.365, -1.851, 2.832], [-1.958, -3.168, 0.818], [-0.492, -2.780, 0.617], [-0.444, -1.617, -0.373], [-1.277, -0.398, 0.125], [-0.508, 0.337, 1.281], [-1.363, 0.486, -1.149], [-2.597, -0.832, 0.493], [-3.401, 0.228, 0.732], [-5.122, -1.888, 1.555], [-4.601, -2.524, 0.110], [-4.545, -3.475, 1.533], [-1.308, -1.611, 2.945], [-2.757, -0.941, 3.288], [-2.591, -2.633, 3.557], [-2.204, -4.002, 1.475], [-2.378, -3.367, -0.168], [-0.049, -2.465, 1.562], [0.013, -3.595, 0.098], [-0.748, -1.902, -1.380], [0.626, -1.440, -0.485], [-1.043, 1.240, 1.575], [0.490, 0.613, 0.942], [-0.267, -0.137, 2.232], [-1.790, 1.433, -0.820], [-2.033, 0.028, -1.876], [-0.340, 0.628, -1.496], [-4.092, 0.143, 0.071], [0.074, 1.671, 5.214], [-0.758, 1.134, 6.451], [-0.481, 2.254, 7.534], [-2.176, 1.232, 5.936], [-3.139, 0.300, 6.723], [-2.588, -1.179, 6.894], [-1.149, -1.154, 7.503], [-1.214, -0.900, 8.963], [-0.542, -2.603, 7.349], [-0.323, -0.204, 6.730], [0.990, -0.246, 7.120], [1.142, 1.521, 5.375], [-0.174, 0.988, 4.401], [-0.282, 2.690, 5.063], [-0.994, 1.938, 8.442], [0.583, 2.289, 7.770], [-0.687, 3.256, 7.155], [-2.586, 2.241, 5.976], [-2.242, 0.928, 4.891], [-3.273, 0.732, 7.715], [-4.022, 0.402, 6.093], [-2.581, -1.506, 5.854], [-3.325, -1.693, 7.511], [-0.195, -0.851, 9.348], [-1.746, -1.637, 9.565], [-1.803, -0.035, 9.269], [-0.422, -2.969, 6.330], [-1.066, -3.434, 7.821], [0.517, -2.668, 7.600], [0.939, 0.090, 8.018], [7.089, -3.028, 1.666], [5.937, -2.096, 1.938], [6.467, -0.645, 1.962], [4.983, -2.233, 0.723], [3.595, -1.660, 0.859], [2.948, -2.189, 2.127], [3.855, -1.952, 3.437], [3.717, -0.460, 3.860], [3.088, -2.788, 4.546], [5.194, -2.539, 3.164], [5.932, -2.719, 4.258], [6.954, -4.103, 1.790], [7.776, -2.700, 0.886], [7.821, -2.946, 2.470], [7.405, -0.541, 1.415], [5.794, 0.055, 1.467], [6.545, -0.391, 3.019], [5.384, -1.874, -0.225], [4.905, -3.291, 0.474], [3.504, -0.574, 0.890], [2.999, -1.962, -0.002], [2.492, -3.179, 2.101], [2.093, -1.526, 2.258], [3.878, 0.224, 3.027], [4.473, -0.158, 4.586], [2.774, -0.115, 4.283], [3.649, -2.703, 5.476], [3.129, -3.857, 4.336], [2.078, -2.485, 4.825], [5.651, -3.620, 4.431], [-6.514, 4.926, -2.141], [-6.030, 3.654, -2.702], [-6.839, 2.578, -2.014], [-6.368, 3.608, -4.204], [-5.350, 4.489, -5.057], [-3.864, 4.069, -4.761], [-3.561, 4.130, -3.187], [-2.277, 3.335, -2.947], [-3.218, 5.587, -2.787], [-4.604, 3.427, -2.385], [-4.251, 3.507, -1.055], [-5.995, 5.784, -2.567], [-7.574, 5.128, -2.297], [-6.311, 4.856, -1.072], [-7.919, 2.690, -2.107], [-6.611, 1.597, -2.430], [-6.645, 2.452, -0.949], [-6.386, 2.610, -4.643], [-7.316, 4.091, -4.437], [-5.456, 4.202, -6.103], [-5.516, 5.557, -4.915], [-3.315, 4.720, -5.441], [-3.689, 3.047, -5.095], [-1.520, 3.728, -3.627], [-2.253, 2.267, -3.166], [-1.773, 3.515, -1.997], [-3.438, 5.725, -1.728], [-3.735, 6.361, -3.354], [-2.173, 5.882, -2.881], [-4.243, 2.567, -0.860]], "smiles": "CC1(C)CCCC(C)(C)N1O.CC1(C)CCCC(C)(C)N1O.CC1(C)CCCC(C)(C)N1O.CC1(C)CCCC(C)(C)N1O.CC1(C)CCCC(C)(C)N1O.CC1(C)CCCC(C)(C)N1O", "gap_ev": 8.612}

---

x:
{"formula": "C54H114N6O6", "method": "ωB97M-V with the def2-TZVPD basis set", "species": ["C", "C", "C", "C", "C", "C", "C", "C", "C", "N", "O", "H", "H", "H", "H", "H", "H", "H", "H", "H", "H", "H", "H", "H", "H", "H", "H", "H", "H", "H", "C", "C", "C", "C", "C", "C", "C", "C", "C", "N", "O", "H", "H", "H", "H", "H", "H", "H", "H", "H", "H", "H", "H", "H", "H", "H", "H", "H", "H", "H", "C", "C", "C", "C", "C", "C", "C", "C", "C", "N", "O", "H", "H", "H", "H", "H", "H", "H", "H", "H", "H", "H", "H", "H", "H", "H", "H", "H", "H", "H", "C", "C", "C", "C", "C", "C", "C", "C", "C", "N", "O", "H", "H", "H", "H", "H", "H", "H", "H", "H", "H", "H", "H", "H", "H", "H", "H", "H", "H", "H", "C", "C", "C", "C", "C", "C", "C", "C", "C", "N", "O", "H", "H", "H", "H", "H", "H", "H", "H", "H", "H", "H", "H", "H", "H", "H", "H", "H", "H", "H", "C", "C", "C", "C", "C", "C", "C", "C", "C", "N", "O", "H", "H", "H", "H", "H", "H", "H", "H", "H", "H", "H", "H", "H", "H", "H", "H", "H", "H", "H"], "coordinates": [[-3.853, 0.003, -3.227], [-3.678, 0.245, -4.722], [-2.684, -0.795, -5.284], [-5.058, 0.110, -5.360], [-4.947, 0.586, -6.810], [-4.725, 2.101, -6.739], [-3.402, 2.465, -6.080], [-2.185, 2.285, -7.016], [-3.443, 3.918, -5.628], [-3.195, 1.633, -4.888], [-2.022, 1.880, -4.174], [-4.517, -0.847, -3.004], [-2.924, -0.266, -2.724], [-4.388, 0.814, -2.732], [-2.346, -0.649, -6.311], [-1.796, -0.638, -4.674], [-3.223, -1.744, -5.271], [-5.276, -0.963, -5.391], [-5.837, 0.645, -4.822], [-4.148, 0.064, -7.327], [-5.906, 0.486, -7.327], [-5.557, 2.641, -6.291], [-4.661, 2.450, -7.778], [-2.071, 2.939, -7.883], [-2.206, 1.263, -7.396], [-1.281, 2.463, -6.430], [-3.489, 4.617, -6.474], [-2.591, 4.274, -5.044], [-4.314, 4.133, -5.001], [-1.310, 1.644, -4.794], [2.181, -6.225, 1.004], [3.306, -5.981, 0.009], [4.319, -5.021, 0.556], [4.032, -7.317, -0.255], [3.227, -8.351, -1.036], [2.659, -7.805, -2.343], [2.073, -6.413, -2.147], [2.011, -5.785, -3.551], [0.600, -6.554, -1.687], [2.922, -5.551, -1.345], [2.310, -4.259, -1.289], [1.498, -5.386, 1.160], [1.634, -7.165, 0.990], [2.676, -6.273, 1.989], [4.633, -5.328, 1.553], [5.219, -4.925, -0.053], [3.873, -4.025, 0.624], [4.778, -7.035, -1.015], [4.468, -7.684, 0.672], [3.901, -9.187, -1.253], [2.422, -8.758, -0.410], [1.855, -8.489, -2.632], [3.320, -7.880, -3.212], [1.729, -6.452, -4.357], [3.054, -5.505, -3.787], [1.578, -4.789, -3.471], [-0.147, -6.363, -2.453], [0.420, -5.868, -0.854], [0.364, -7.527, -1.241], [3.031, -3.623, -1.334], [7.237, 9.204, -4.337], [5.777, 8.786, -4.376], [4.943, 10.055, -4.653], [5.608, 7.763, -5.519], [4.347, 6.912, -5.431], [4.337, 6.252, -4.058], [4.338, 7.231, -2.902], [2.924, 7.864, -2.795], [4.477, 6.404, -1.617], [5.365, 8.185, -3.125], [5.689, 8.967, -1.983], [7.413, 10.035, -3.655], [7.827, 8.347, -3.993], [7.658, 9.478, -5.305], [5.113, 10.772, -3.846], [5.178, 10.538, -5.604], [3.866, 9.858, -4.685], [5.522, 8.431, -6.383], [6.486, 7.120, -5.587], [3.461, 7.505, -5.669], [4.364, 6.162, -6.226], [5.214, 5.600, -3.980], [3.462, 5.614, -4.082], [2.129, 7.221, -2.424], [2.644, 8.295, -3.757], [2.969, 8.684, -2.065], [4.618, 7.063, -0.756], [5.396, 5.807, -1.555], [3.613, 5.753, -1.547], [4.880, 9.471, -1.796], [1.690, 1.899, -5.107], [2.112, 0.417, -5.285], [3.613, 0.346, -4.929], [1.294, -0.354, -4.257], [1.079, -1.829, -4.575], [0.643, -2.039, -6.025], [1.497, -1.280, -7.049], [2.810, -2.091, -7.224], [0.604, -1.222, -8.291], [1.708, 0.091, -6.617], [2.306, 0.896, -7.604], [0.733, 2.017, -5.605], [1.687, 2.165, -4.047], [2.457, 2.530, -5.537], [4.133, -0.524, -5.333], [4.080, 1.203, -5.429], [3.797, 0.449, -3.864], [1.728, -0.214, -3.270], [0.299, 0.103, -4.232], [1.851, -2.529, -4.234], [0.264, -2.133, -3.902], [-0.398, -1.735, -6.022], [0.707, -3.090, -6.310], [3.585, -1.602, -7.812], [2.510, -3.007, -7.745], [3.152, -2.400, -6.237], [1.116, -0.779, -9.157], [-0.198, -0.562, -7.972], [0.394, -2.213, -8.698], [3.254, 0.683, -7.545], [1.368, 0.528, -12.284], [1.734, -0.687, -13.179], [0.504, -1.544, -13.459], [2.320, -0.224, -14.494], [3.689, 0.397, -14.337], [4.664, -0.643, -13.765], [4.128, -1.328, -12.510], [4.895, -2.658, -12.456], [4.634, -0.491, -11.319], [2.712, -1.536, -12.499], [2.252, -2.327, -11.451], [0.589, 0.223, -11.580], [2.172, 1.026, -11.743], [0.955, 1.312, -12.930], [0.841, -2.370, -14.095], [0.010, -2.032, -12.622], [-0.232, -0.981, -14.041], [2.212, -0.945, -15.312], [1.654, 0.548, -14.916], [4.018, 0.811, -15.292], [3.637, 1.244, -13.643], [5.558, -0.040, -13.565], [5.019, -1.297, -14.567], [4.984, -3.107, -11.463], [5.924, -2.444, -12.752], [4.450, -3.393, -13.125], [5.677, -0.676, -11.038], [4.150, -0.879, -10.407], [4.472, 0.583, -11.402], [2.001, -1.701, -10.748], [3.033, 4.630, -9.061], [2.298, 5.691, -9.871], [3.256, 6.677, -10.483], [1.494, 5.055, -10.990], [0.260, 4.279, -10.538], [-0.632, 5.198, -9.700], [0.063, 5.906, -8.549], [-0.777, 7.100, -8.132], [0.140, 4.892, -7.412], [1.343, 6.444, -9.057], [2.000, 7.252, -8.035], [2.391, 4.130, -8.327], [3.378, 3.766, -9.640], [3.812, 4.991, -8.384], [4.039, 6.185, -11.069], [2.740, 7.371, -11.149], [3.808, 7.262, -9.744], [1.032, 5.829, -11.615], [2.107, 4.360, -11.566], [-0.280, 3.831, -11.366], [0.593, 3.508, -9.825], [-1.449, 4.575, -9.309], [-1.165, 5.875, -10.382], [-1.235, 7.695, -8.929], [-0.293, 7.717, -7.384], [-1.714, 6.670, -7.743], [0.427, 3.911, -7.799], [-0.856, 4.741, -6.996], [0.826, 5.162, -6.608], [1.894, 8.103, -8.473]], "smiles": "CC1(C)CCCC(C)(C)N1O.CC1(C)CCCC(C)(C)N1O.CC1(C)CCCC(C)(C)N1O.CC1(C)CCCC(C)(C)N1O.CC1(C)CCCC(C)(C)N1O.CC1(C)CCCC(C)(C)N1O", "gap_ev": 8.349}

---

What should be chosen as the most stable of them? Choose x.

---

w:
{"formula": "C3H13N3O2", "method": "ωB97M-V with the def2-TZVPD basis set", "species": ["H", "N", "C", "N", "N", "C", "C", "H", "H", "H", "H", "H", "H", "H", "H", "O", "H", "H", "O", "H", "H"], "coordinates": [[-0.117, -1.343, -3.143], [-0.370, -0.928, -2.264], [0.202, -0.836, -1.132], [1.339, -1.599, -0.788], [-0.372, -0.025, -0.197], [0.123, 0.455, 1.043], [0.379, 1.997, 1.004], [1.873, -1.089, -0.094], [1.844, -1.979, -1.567], [-1.345, -0.035, -0.441], [-0.634, 0.353, 1.843], [0.967, -0.058, 1.529], [-0.110, 2.570, 0.229], [0.159, 2.384, 2.003], [1.480, 2.127, 0.999], [0.645, -2.267, 2.024], [0.312, -2.884, 2.679], [0.427, -2.408, 1.091], [-2.001, 1.906, -1.364], [-1.854, 1.848, -2.308], [-2.950, 1.810, -1.145]], "smiles": "[H]/N=C(\\N)NCC.O.O", "gap_ev": 8.967}

---

x:
{"formula": "C3H13N3O2", "method": "ωB97M-V with the def2-TZVPD basis set", "species": ["C", "C", "N", "C", "N", "N", "H", "H", "H", "H", "H", "H", "H", "H", "H", "H", "H", "O", "H", "H", "O"], "coordinates": [[-0.680, -1.686, -1.940], [0.570, -1.147, -1.665], [0.459, 0.289, 2.531], [-0.384, 0.899, 1.467], [-1.305, -0.093, 0.939], [0.614, 1.338, 0.553], [0.948, -0.095, -1.900], [-1.505, -1.012, -1.630], [-0.861, -2.506, -2.645], [1.472, 0.757, 0.371], [1.256, -1.755, -1.102], [1.182, 1.000, 2.693], [-1.908, -0.350, 1.701], [-1.765, 0.444, 0.131], [3.339, -1.002, 0.223], [-2.164, 1.635, -2.130], [0.224, 1.577, -0.401], [-1.697, 1.426, -1.276], [-0.916, 1.683, 1.878], [0.782, -0.505, 1.924], [2.341, -0.897, 0.278]], "gap_ev": 3.974}

---

What should be chosen as the most stable of them? Choose w.